No. 1
Computed, not measured: the ion C9H16NO with charge +1, with wB97M-V/def2-TZVPD.

The SMILES is CO[C@]12C[C@@]1([NH3+])CC=C[C@H]2C. As for the HOMO-LUMO gap: 0.36282 Ha. The value obtained for the total energy is -13119.336 eV. Its charge is +1.

Structure (XYZ):
```
27
Properties=species:S:1:pos:R:3:mulliken_charge:R:1
C -2.844 -0.310 0.165 -0.835
O -1.744 0.069 -0.687 -0.550
C -0.464 -0.068 -0.048 0.969
C -0.207 0.525 1.278 -1.690
C 0.299 1.311 0.038 0.103
N -0.522 2.490 -0.263 -0.075
C 1.777 1.523 -0.343 -0.927
C 2.607 0.200 -0.027 -0.986
C 2.000 -0.972 0.002 -0.706
C 0.679 -1.393 -0.545 0.821
C 0.228 -2.813 -0.250 -1.421
H -3.569 -0.594 -0.632 0.318
H -3.299 0.547 0.577 0.353
H -2.694 -1.107 0.802 0.390
H 0.429 0.162 1.967 0.379
H -0.998 0.947 1.776 0.324
H -0.090 3.123 -0.886 0.332
H -0.871 2.736 0.734 0.457
H -1.374 1.868 -0.669 0.465
H 2.183 2.437 0.042 0.513
H 1.682 1.663 -1.452 0.431
H 3.480 0.382 0.486 0.416
H 2.528 -1.825 0.192 0.589
H 0.691 -1.259 -1.725 0.265
H 0.556 -3.580 -0.935 0.407
H -0.912 -2.931 -0.422 0.331
H 0.452 -3.132 0.826 0.329
```

=====

No. 2
Computed, not measured: an isolated molecule of C9H16NP, with wB97M-V/def2-TZVPD.

The SMILES is C=C(C)PN1C(C)=CC[C@H]1C. As for the HOMO-LUMO gap: 0.32384 Ha. The value obtained for the total energy is -20368.666 eV.

Structure (XYZ):
```
27
Properties=species:S:1:pos:R:3:mulliken_charge:R:1
C -3.493 0.062 0.585 -0.810
C -2.200 0.115 0.699 0.598
C -1.556 1.465 1.136 -1.314
P -0.977 -1.343 0.787 -0.091
N 0.467 -0.768 0.061 0.145
C 1.599 -0.170 0.721 0.394
C 1.801 -0.578 2.147 -1.639
C 2.309 0.663 -0.075 -0.386
C 1.725 0.759 -1.483 -0.794
C 0.444 -0.122 -1.221 0.287
C 0.321 -1.285 -2.350 -1.009
H -4.084 -0.775 0.266 0.295
H -4.041 0.956 0.822 0.278
H -2.080 2.212 0.589 0.410
H -0.540 1.589 0.835 0.300
H -1.550 1.639 2.213 0.322
H -1.339 -1.879 -0.483 -0.062
H 1.661 -1.598 2.383 0.361
H 2.741 -0.208 2.530 0.405
H 1.234 0.053 2.753 0.386
H 3.145 1.336 0.122 0.369
H 1.558 1.753 -1.819 0.344
H 2.461 0.336 -2.212 0.266
H -0.435 0.646 -1.329 0.151
H -0.432 -2.104 -1.797 0.161
H -0.132 -1.063 -3.309 0.336
H 1.393 -1.691 -2.571 0.297
```

=====

Per-record HOMO level, eV: -13.1, -7.8
Per-record maximum force, eV Å⁻¹: 6.3, 5.1